[1]
The following is a quantum chemistry calculation of a single C5H6N2 molecule at a distorted geometry, from OMol25.

The calculation puts the strongest force on any atom at 4.1 eV/A. As for the HOMO energy: -9.0 eV. Its SMILES is Nc1ccncc1. For the lowest unoccupied orbital energy, the calculation gives 0.989 eV. The energy above the lowest of the compared OMol25 structures with the same formula, charge and spin is 0.553 eV. As for the molecular weight: 94.12 g mol⁻¹.

Structure (XYZ):
```
13
Properties=species:S:1:pos:R:3:forces:R:3
N -1.3549 1.0791 1.2912 0.2610 0.8047 -1.0695
C -0.4630 0.3517 0.4645 0.1569 0.1408 -1.3909
C -0.2574 0.7035 -0.9492 0.6383 -0.8322 1.9789
C 0.5434 -0.1732 -1.7207 -0.9098 3.7841 -1.3685
N 1.1829 -1.1453 -1.2070 1.3368 -3.3480 0.9590
C 0.9927 -1.4825 0.0720 -0.1231 -1.0662 1.2663
C 0.1738 -0.8004 0.9820 0.5145 0.6275 -2.9793
H -0.9022 1.5115 2.0942 -0.1333 -0.2927 -0.1182
H -1.7798 1.8149 0.7132 0.1177 -0.2960 0.6340
H -0.4328 1.7126 -1.3444 -0.6750 -0.5899 0.2630
H 0.7795 0.0977 -2.8187 -0.5419 -0.4937 1.7652
H 1.4483 -2.4523 0.4780 -0.2526 1.5273 -0.9762
H 0.0695 -1.2172 1.9448 -0.3896 0.0341 1.0363
```
Positions in Å, forces in eV/Å.


[2]
The following is a quantum chemistry calculation of C8H10N2O as an isolated structure at a distorted geometry, from OMol25.

The calculation puts the strongest force on any atom at 7.3 eV/A. As for the HOMO energy: -8.9 eV. For the lowest unoccupied orbital energy, the calculation gives 0.641 eV. The energy above the lowest of the compared OMol25 structures with the same formula, charge and spin is 5.858 eV. As for the molecular weight: 150.18 g mol⁻¹.

Structure (XYZ):
```
21
Properties=species:S:1:pos:R:3:forces:R:3
C -0.8139 1.9679 3.2864 0.1188 -2.6535 4.6365
C 0.2748 0.9832 1.3611 -5.0471 1.3262 0.7837
C 1.3073 0.2754 0.8579 4.2248 0.5709 2.3354
C 1.1885 -0.4762 -0.2463 3.2905 -1.5596 -3.6209
C -0.0053 -0.6508 -0.9185 0.8396 0.1398 -0.8441
C -1.0393 0.1084 -0.4438 -5.1189 2.1625 -1.1128
C -1.0338 0.9301 0.6807 4.5499 -1.7565 -0.8296
C -0.0399 -1.3471 -2.2386 2.9560 -4.5308 3.1847
H -1.4014 2.8024 3.4609 -0.5719 3.1671 -2.2497
H -0.4042 2.0994 4.3710 -0.1638 -1.1522 -1.5037
H -1.7047 1.2252 3.4176 2.2851 0.0398 -1.0244
H 2.4069 0.3062 1.2790 -2.5807 0.3806 -0.4092
H 2.2670 -0.7377 -0.8096 -3.2680 0.0244 1.6584
H -2.1302 0.3598 -1.0673 3.3376 -1.5627 1.3574
H -1.8044 1.6326 0.6965 -0.9967 0.9741 1.0576
H 0.8030 -2.9349 -1.1236 -0.1867 -0.3398 -3.7320
H 0.6067 -3.2626 -3.1670 0.3194 1.6808 4.1454
H -1.1771 0.0768 -3.0002 1.8460 -4.5024 -1.2627
N 0.7533 -2.6563 -2.1985 -1.5448 1.6237 -0.1101
N -0.6610 -1.0920 -3.2524 -3.7867 5.8859 -1.9869
O 0.3578 1.7408 2.5082 -0.5026 0.0817 -0.4729
```
Positions in Å, forces in eV/Å.


[3]
The following is a quantum chemistry calculation of C22H28Br2N4O7Sr as an isolated structure at a distorted geometry, from OMol25.

The calculation puts the strongest force on any atom at 2.9 eV/A. As for the total charge: +2. As for the HOMO energy: -13.5 eV. For the lowest unoccupied orbital energy, the calculation gives -8.831 eV. The energy above the lowest of the compared OMol25 structures with the same formula, charge and spin is 3.426 eV. As for the molecular weight: 707.91 g mol⁻¹.

Structure (XYZ):
```
64
Properties=species:S:1:pos:R:3:forces:R:3
N -4.1176 9.6545 -16.3033 0.3679 0.4054 0.3999
H -3.5844 9.3048 -15.4946 -0.3917 0.7157 -0.3301
H -3.6320 9.1474 -17.0824 -0.8012 -0.1029 0.3371
H -4.0012 10.6786 -16.4341 0.3027 -0.0772 0.1357
H -5.1110 9.4501 -16.1868 0.1483 -0.1860 -0.3404
Sr -2.4983 6.1364 -14.7805 0.1532 0.8889 -2.3782
C -2.6420 8.7895 -18.9712 -0.8801 -0.2521 0.6100
C -1.8359 7.9724 -17.9626 0.1334 0.3155 -0.7289
O -2.6376 7.4742 -16.9092 0.0062 -1.2397 2.6348
H -1.9854 9.1657 -19.7504 -0.1544 0.1241 -0.1201
H -3.1486 9.6175 -18.4554 0.6939 0.4615 -0.5808
H -3.5060 8.2732 -19.4006 0.4263 -0.4850 -0.2698
H -1.0680 8.6721 -17.6045 0.1321 -0.2861 0.2661
H -1.3249 7.1700 -18.5032 0.0028 -0.0875 0.1479
Br -4.6795 11.5300 -20.1125 -0.3008 0.3212 0.2272
C -5.8288 13.1242 -19.9578 -0.0165 0.2910 -0.1386
C -6.4374 13.1306 -18.5729 0.8849 0.0593 0.1625
Br -7.6387 14.5953 -18.2465 -0.1586 0.0921 -0.2428
H -6.5353 13.1558 -20.7828 -0.0891 -0.4255 0.0706
H -5.1512 13.9621 -20.0934 0.0150 0.0298 0.0935
H -5.6001 13.3056 -17.8980 -0.1745 -0.2130 0.2685
H -6.9344 12.2032 -18.3160 -0.1587 -0.0361 -0.1237
C -5.8800 4.5614 -19.8918 -0.4438 0.1501 -0.7388
C -5.9071 3.6538 -20.9488 0.6480 -0.2487 0.8121
C -4.7174 3.3394 -21.5922 -0.3462 -0.2805 -0.7603
C -3.5701 4.0727 -21.3536 -0.6372 0.0559 0.3385
C -3.5662 5.0336 -20.3624 0.4405 -0.0595 1.0659
C -4.6906 5.2014 -19.5679 -0.4310 0.3894 -0.4467
N -2.3721 3.8401 -22.1523 0.9535 -0.1706 -0.6248
O -1.4616 4.6530 -22.0232 -0.6287 -0.7132 -0.0890
O -2.3573 2.8657 -22.8950 -0.0348 0.8926 0.6936
H -6.8324 4.8465 -19.4590 0.1928 -0.1241 0.4256
H -6.8020 3.0949 -21.1785 -0.0801 0.1197 -0.1188
H -4.7212 2.5487 -22.3317 0.1924 0.1357 -0.0763
H -2.6857 5.5930 -20.0769 0.1565 -0.0443 -0.5218
H -4.6727 5.9587 -18.7938 0.0387 -0.0241 0.0929
C -0.1569 13.3664 -20.9404 0.1107 -0.7961 0.3105
C -0.4642 14.5248 -20.2525 -0.3804 0.2657 -0.5232
C -1.2112 14.4816 -19.0856 -0.3728 0.4946 0.1152
C -1.5979 13.2585 -18.5832 0.7765 -0.4480 -0.7474
C -1.2108 12.0781 -19.2170 -0.3269 -0.0094 0.3374
C -0.5417 12.1245 -20.4160 0.2152 0.3509 -0.0771
N -2.3612 13.1849 -17.3643 0.4941 -0.0529 0.2066
O -2.7317 12.0665 -17.0008 -0.4547 -0.6160 0.2362
O -2.5493 14.1831 -16.7293 -0.3723 0.3245 0.1734
H 0.4303 13.3898 -21.8479 -0.1435 0.1424 -0.1006
H -0.2358 15.4718 -20.7237 0.1814 0.0800 0.2983
H -1.5475 15.3821 -18.5873 0.1667 0.0210 -0.0508
H -1.4283 11.1371 -18.7464 -0.1833 -0.1012 -0.0406
H -0.3244 11.1952 -20.9251 0.1701 0.0811 -0.0871
C -7.4211 9.0843 -22.7126 0.5317 0.3054 -0.2703
C -6.7734 7.9494 -22.2319 -0.6897 0.1122 -0.2554
C -5.3936 7.8844 -22.1357 -0.4396 -0.5941 0.1352
C -4.6424 8.9700 -22.5401 -0.3858 0.1706 -0.2069
C -5.2646 10.1281 -22.9603 -0.0141 0.4309 -0.1174
C -6.6461 10.1811 -23.0704 0.2160 0.0517 0.1561
N -3.1818 8.9049 -22.5075 -0.2364 -0.2832 0.7907
O -2.7070 7.8903 -22.0359 0.3079 -0.3897 0.0266
O -2.5333 9.8572 -22.8631 0.0851 0.4951 -0.2790
H -8.4924 9.1310 -22.8468 -0.0420 -0.1636 0.1274
H -7.3854 7.0839 -22.0075 0.2027 -0.0515 0.2056
H -4.9908 6.9604 -21.7466 0.4721 0.1375 -0.2005
H -4.6994 11.0342 -23.1280 0.2135 -0.2323 -0.3337
H -7.0666 11.1117 -23.4280 -0.2642 -0.1177 0.0187
```
Positions in Å, forces in eV/Å.


[4]
The following is a quantum chemistry calculation of H28O14 as an isolated structure at a distorted geometry, from OMol25.

The calculation puts the strongest force on any atom at 8.9 eV/A. As for the HOMO energy: -8.6 eV. For the lowest unoccupied orbital energy, the calculation gives -0.351 eV. The energy above the lowest of the compared OMol25 structures with the same formula, charge and spin is 7.166 eV. As for the molecular weight: 252.21 g mol⁻¹.

Structure (XYZ):
```
42
Properties=species:S:1:pos:R:3:forces:R:3
H -0.0133 0.3893 -0.3307 -0.0477 0.1110 -0.1063
H -0.0222 -0.6161 0.8090 -0.0830 0.2016 -0.0680
H -3.8543 0.7566 0.5148 0.3459 -0.3841 -0.0031
H -2.8167 1.8344 0.7829 0.0772 -0.0390 -0.0465
H -2.5496 -1.8254 0.8889 -0.2057 0.0011 -0.0336
H -2.7882 -1.1804 2.2443 -0.0959 -0.0974 0.0361
H -0.2171 2.7713 -2.1893 -0.1660 0.1057 0.1292
H -0.5440 2.0985 -3.5124 -0.0855 -0.0979 0.1101
H 5.0121 2.3328 -2.2477 -0.0954 -0.0354 -0.0367
H 4.1776 1.7245 -1.1326 -0.1066 0.1049 -0.0323
H 3.1478 -1.2009 -2.3791 -0.0511 0.0842 -0.1258
H 4.3433 -1.7050 -3.1708 -0.1074 0.0764 -0.0726
H 2.9952 -3.7788 0.5271 -0.0936 -0.0392 -0.0765
H 2.3747 -2.6798 1.3739 -0.0473 0.0386 -0.1212
H -3.9621 2.5895 -1.0280 0.4475 -0.0159 -0.2306
H -2.5274 2.0925 -1.0967 -0.3364 0.4209 -0.7292
H -2.3870 -4.0250 0.8290 0.0810 -0.5974 -0.1606
H -3.3683 -3.6735 -0.2772 -0.0873 -0.1735 -0.0956
H -2.0331 4.5805 0.1440 -0.2532 -0.1571 -0.5361
H -1.1748 5.4513 -0.7589 -0.6073 0.3554 -0.6453
H 0.3780 -4.1460 2.8629 -0.0627 -0.0450 0.0087
H -0.5557 -3.5573 1.8180 0.1679 -0.0897 0.0528
H -0.2502 4.5278 1.7158 0.1774 -0.0009 0.0027
H 0.3330 3.1709 1.3572 0.7255 -0.6391 0.8394
H 2.8403 2.4524 2.2641 0.0025 0.0834 -0.0862
H 4.2780 1.9785 2.1283 -0.0146 0.1054 0.0369
H -0.1896 -5.4314 -0.9678 -0.1897 0.0920 -0.0280
H 0.3119 -4.5361 0.1534 0.1784 -0.1663 0.0978
O 0.4567 0.1513 0.4764 0.1047 -0.1424 0.1357
O -3.0593 1.1554 0.1433 -0.4545 -1.0270 1.8222
O -2.8384 -1.0021 1.2985 0.3185 -0.7887 0.5207
O -0.7261 2.0454 -2.5674 0.4568 -0.1429 -0.0714
O 4.2517 1.7612 -2.0929 0.1662 -0.0481 0.1338
O 3.3838 -1.6236 -3.2126 0.1354 -0.1431 0.1678
O 2.1554 -3.3421 0.7088 0.1310 0.0383 0.1500
O -3.0852 2.8399 -1.3401 -0.4840 1.9574 -1.3058
O -3.1249 -4.3859 0.3248 -0.4224 0.5540 0.1640
O -1.1394 4.6613 -0.2079 -4.9489 4.6338 -5.7436
O -0.3748 -4.3697 2.3041 -0.0235 0.3820 0.5703
O -0.0852 3.9459 0.9654 5.1324 -4.2230 5.9732
O 3.7241 2.7618 2.0356 0.0343 -0.2260 -0.0012
O -0.4769 -4.9938 -0.1585 0.3871 -0.0270 -0.5948
```
Positions in Å, forces in eV/Å.


What did the second record say?
The following is a quantum chemistry calculation of C8H10N2O as an isolated structure at a distorted geometry, from OMol25.

The calculation puts the strongest force on any atom at 7.3 eV/A. As for the HOMO energy: -8.9 eV. For the lowest unoccupied orbital energy, the calculation gives 0.641 eV. The energy above the lowest of the compared OMol25 structures with the same formula, charge and spin is 5.858 eV. As for the molecular weight: 150.18 g mol⁻¹.

Structure (XYZ):
```
21
Properties=species:S:1:pos:R:3:forces:R:3
C -0.8139 1.9679 3.2864 0.1188 -2.6535 4.6365
C 0.2748 0.9832 1.3611 -5.0471 1.3262 0.7837
C 1.3073 0.2754 0.8579 4.2248 0.5709 2.3354
C 1.1885 -0.4762 -0.2463 3.2905 -1.5596 -3.6209
C -0.0053 -0.6508 -0.9185 0.8396 0.1398 -0.8441
C -1.0393 0.1084 -0.4438 -5.1189 2.1625 -1.1128
C -1.0338 0.9301 0.6807 4.5499 -1.7565 -0.8296
C -0.0399 -1.3471 -2.2386 2.9560 -4.5308 3.1847
H -1.4014 2.8024 3.4609 -0.5719 3.1671 -2.2497
H -0.4042 2.0994 4.3710 -0.1638 -1.1522 -1.5037
H -1.7047 1.2252 3.4176 2.2851 0.0398 -1.0244
H 2.4069 0.3062 1.2790 -2.5807 0.3806 -0.4092
H 2.2670 -0.7377 -0.8096 -3.2680 0.0244 1.6584
H -2.1302 0.3598 -1.0673 3.3376 -1.5627 1.3574
H -1.8044 1.6326 0.6965 -0.9967 0.9741 1.0576
H 0.8030 -2.9349 -1.1236 -0.1867 -0.3398 -3.7320
H 0.6067 -3.2626 -3.1670 0.3194 1.6808 4.1454
H -1.1771 0.0768 -3.0002 1.8460 -4.5024 -1.2627
N 0.7533 -2.6563 -2.1985 -1.5448 1.6237 -0.1101
N -0.6610 -1.0920 -3.2524 -3.7867 5.8859 -1.9869
O 0.3578 1.7408 2.5082 -0.5026 0.0817 -0.4729
```
Positions in Å, forces in eV/Å.